[1]
This record from the OMol25 dataset describes a molecular structure, C29H32N3Se3SiTeTi. The level of theory is wB97M-V/def2-TZVPD.

Summary:
- E_LUMO (spin up / spin down): 2.478 / 2.474 eV
- Total energy: -269392.3224 eV
- Orbital gap (spin up / spin down): 5.4 / 5.3 eV
- Max |F|: 0.0288 Eh/bohr
- E_HOMO (spin up / spin down): -2.872 / -2.867 eV
- Charge: -1

Cartesian coordinates (Å):
Ti -0.33 -0.66 -0.25
Se 0.93 -0.34 2.03
Se 2.66 -1.73 1.37
Te 1.49 -3.80 0.56
Se 0.14 -3.02 -1.42
C 1.34 0.12 -1.39
Si 0.99 0.20 -3.22
C -0.75 0.98 -3.43
N -1.87 0.37 -2.70
C -2.99 1.31 -2.71
C -4.26 0.74 -2.10
C -4.67 -0.54 -2.82
C -3.49 -1.51 -2.80
C -2.26 -0.86 -3.41
C 1.92 1.42 -4.37
C 2.56 1.01 -5.55
C 3.12 1.93 -6.43
C 3.07 3.29 -6.15
C 2.47 3.72 -4.98
C 1.91 2.80 -4.11
C 1.30 -1.43 -4.13
C 2.50 -2.09 -3.87
C 2.82 -3.29 -4.49
C 1.94 -3.86 -5.39
C 0.74 -3.21 -5.68
C 0.43 -2.01 -5.06
H 1.65 1.10 -1.02
H 2.18 -0.55 -1.22
H -1.02 1.04 -4.50
H -0.63 2.01 -3.09
H -3.21 1.60 -3.76
H -2.69 2.21 -2.18
H -5.05 1.50 -2.16
H -4.10 0.52 -1.05
H -4.92 -0.30 -3.86
H -5.55 -0.98 -2.36
H -3.72 -2.42 -3.35
H -3.27 -1.79 -1.77
H -2.48 -0.62 -4.47
H -1.42 -1.55 -3.39
H 2.61 -0.04 -5.78
H 3.60 1.58 -7.33
H 3.49 4.00 -6.84
H 2.43 4.78 -4.74
H 1.44 3.15 -3.19
H 3.20 -1.66 -3.16
H 3.76 -3.78 -4.26
H 2.17 -4.80 -5.86
H 0.04 -3.65 -6.38
H -0.50 -1.52 -5.30
C -1.45 3.27 0.88
C -2.61 3.05 1.66
C -3.05 1.76 1.82
C -2.38 0.69 1.21
N -1.26 0.92 0.41
C -0.83 2.21 0.29
C -2.74 -0.68 1.36
C -3.92 -1.09 2.02
C -4.21 -2.42 2.15
C -3.29 -3.36 1.66
C -2.17 -2.91 1.01
N -1.87 -1.60 0.81
H -1.04 4.27 0.76
H -3.13 3.87 2.13
H -3.91 1.56 2.45
H 0.07 2.35 -0.30
H -4.60 -0.34 2.40
H -5.13 -2.73 2.63
H -3.46 -4.42 1.75
H -1.48 -3.63 0.61

***

[2]
This record from the OMol25 dataset describes a single C5H14N2S molecule. The level of theory is wB97M-V/def2-TZVPD.

Summary:
- E_LUMO: 0.987 eV
- Total energy: -19225.3414 eV
- Orbital gap: 9.6 eV
- Max |F|: 0.0794 Eh/bohr
- E_HOMO: -8.575 eV
- ΔE to the lowest compared entry with this formula, charge and spin: 45.09 kcal/mol
- SMILES string: CNCCNCCS

Cartesian coordinates (Å):
C -2.95 0.75 2.58
N -2.27 0.59 1.28
C -1.17 -0.33 1.09
C -0.48 0.09 -0.33
N 0.71 -0.71 -0.52
C 1.63 -0.08 -1.52
C 3.01 -0.81 -1.41
S 4.02 -0.09 -2.78
H -3.60 1.74 2.68
H -2.29 1.16 3.40
H -3.54 -0.08 2.83
H -3.10 0.38 0.66
H -0.55 -0.16 1.96
H -1.51 -1.35 0.98
H -1.18 0.14 -1.12
H -0.37 1.20 -0.42
H 0.59 -1.69 -0.79
H 1.34 -0.25 -2.62
H 1.67 0.99 -1.31
H 2.95 -1.88 -1.60
H 3.42 -0.76 -0.37
H 3.65 1.14 -2.66

***

[3]
This record from the OMol25 dataset describes 6 unconnected molecules or ions with the total composition C24H48O12S6. The level of theory is wB97M-V/def2-TZVPD.

Summary:
- E_LUMO (spin up / spin down): -3.009 / -9.612 eV
- Total energy: -115230.7228 eV
- Orbital gap (spin up / spin down): 8.3 / 1.7 eV
- Max |F|: 0.1034 Eh/bohr
- E_HOMO (spin up / spin down): -11.303 / -11.303 eV
- 2S+1: 2
- Charge: +1
- ΔE to the lowest compared entry with this formula, charge and spin: 69.84 kcal/mol

Cartesian coordinates (Å):
C -19.52 -23.55 -0.78
C -18.44 -24.27 -1.60
C -17.19 -24.41 -0.71
S -17.85 -24.56 1.03
O -17.57 -23.40 1.82
O -17.60 -25.87 1.58
C -19.59 -24.43 0.46
H -20.48 -23.47 -1.30
H -19.20 -22.54 -0.54
H -18.24 -23.95 -2.63
H -18.88 -25.26 -1.60
H -16.52 -23.57 -0.88
H -16.70 -25.30 -1.10
H -20.16 -24.18 1.35
H -19.83 -25.42 0.08
C -13.37 -18.83 6.84
C -14.83 -18.99 6.09
C -15.32 -17.60 5.93
S -14.66 -16.43 7.17
O -15.69 -16.29 8.24
O -14.10 -15.20 6.55
C -13.33 -17.55 7.81
H -12.61 -18.66 6.08
H -13.04 -19.67 7.45
H -15.62 -19.41 6.72
H -14.74 -19.60 5.20
H -16.41 -17.60 5.99
H -15.12 -17.35 4.89
H -13.73 -17.89 8.76
H -12.43 -16.95 7.95
C -24.81 -17.82 -3.17
C -23.53 -16.93 -3.18
C -22.80 -17.39 -1.94
S -22.73 -19.40 -2.13
O -22.98 -20.10 -0.85
O -21.58 -19.75 -3.00
C -24.33 -19.26 -3.21
H -25.25 -17.56 -4.13
H -25.52 -17.59 -2.37
H -23.62 -15.85 -3.20
H -23.13 -17.30 -4.12
H -23.41 -17.44 -1.04
H -21.93 -16.77 -1.73
H -25.08 -19.86 -2.70
H -24.26 -19.77 -4.17
C -18.80 -18.50 -0.41
C -19.99 -19.02 0.46
C -19.55 -18.98 1.99
S -18.46 -17.47 2.14
O -17.34 -17.89 3.06
O -19.28 -16.32 2.49
C -17.90 -17.42 0.40
H -19.23 -18.28 -1.39
H -18.16 -19.36 -0.64
H -20.43 -20.00 0.28
H -20.85 -18.36 0.61
H -18.88 -19.84 2.10
H -20.22 -19.17 2.83
H -16.81 -17.48 0.48
H -18.25 -16.39 0.28
C -20.03 -13.49 -3.44
C -19.09 -14.64 -3.00
C -17.63 -14.17 -3.32
S -17.83 -12.55 -2.38
O -16.91 -11.55 -2.87
O -17.89 -12.93 -0.99
C -19.53 -12.17 -2.91
H -21.05 -13.67 -3.09
H -20.17 -13.54 -4.52
H -19.37 -15.51 -3.60
H -19.30 -15.00 -2.00
H -17.56 -14.06 -4.40
H -16.83 -14.81 -2.95
H -19.36 -11.51 -3.77
H -19.95 -11.60 -2.08
C -23.41 -15.34 3.28
C -22.91 -16.45 2.25
C -24.05 -17.40 1.87
S -25.00 -17.53 3.49
O -24.42 -18.64 4.21
O -26.41 -17.52 3.27
C -24.30 -15.93 4.32
H -24.08 -14.65 2.78
H -22.59 -14.85 3.79
H -22.06 -16.99 2.66
H -22.54 -15.90 1.38
H -23.94 -18.38 1.41
H -24.81 -16.97 1.21
H -23.88 -16.23 5.28
H -25.18 -15.30 4.45

***

[4]
This record from the OMol25 dataset describes 7 unconnected molecules or ions with the total composition C8H27BN7O14. The level of theory is wB97M-V/def2-TZVPD.

Summary:
- E_LUMO: -3.385 eV
- Total energy: -48484.9483 eV
- Orbital gap: 9.2 eV
- Max |F|: 0.0199 Eh/bohr
- E_HOMO: -12.555 eV
- Charge: +1

Cartesian coordinates (Å):
C 0.55 -0.30 -3.47
N -0.83 -0.22 -4.04
B -1.30 1.22 -4.44
O -0.37 2.18 -4.48
O -2.58 1.33 -4.78
C -3.56 0.82 -3.83
H 0.52 0.02 -2.44
H 0.88 -1.33 -3.48
H 1.23 0.32 -4.03
H -0.88 -0.79 -4.89
H -1.48 -0.64 -3.38
H -0.35 2.79 -3.74
H -3.07 0.45 -2.93
H -4.23 1.62 -3.57
H -4.12 0.02 -4.29
C 1.87 1.98 0.87
N 1.13 1.27 -0.21
O 1.15 0.06 -0.23
O 0.51 1.95 -1.01
H 2.34 1.23 1.50
H 2.60 2.62 0.40
H 1.14 2.56 1.43
C 5.55 2.64 -1.72
N 5.95 2.40 -0.31
O 7.13 2.25 -0.08
O 5.07 2.38 0.53
H 6.44 2.64 -2.33
H 4.87 1.84 -2.00
H 5.04 3.60 -1.75
C 1.90 -3.31 0.93
N 2.47 -3.46 2.30
O 3.66 -3.62 2.40
O 1.67 -3.41 3.22
H 2.72 -3.37 0.22
H 1.18 -4.11 0.78
H 1.41 -2.34 0.90
C -3.39 3.36 -0.17
N -3.66 2.04 0.47
O -3.35 1.90 1.63
O -4.18 1.18 -0.22
H -2.94 4.00 0.57
H -2.73 3.18 -1.01
H -4.35 3.75 -0.51
C -2.57 -0.27 3.78
N -1.73 -0.46 4.99
O -0.69 0.16 5.07
O -2.14 -1.24 5.83
H -2.07 0.44 3.14
H -2.66 -1.23 3.30
H -3.54 0.10 4.10
C -0.64 -4.46 3.60
N -1.18 -4.14 2.24
O -0.98 -4.93 1.34
O -1.78 -3.09 2.12
H -0.14 -5.42 3.54
H 0.04 -3.66 3.87
H -1.49 -4.49 4.28

***

[5]
This record from the OMol25 dataset describes a molecular structure, B2F8Sn. The level of theory is wB97M-V/def2-TZVPD.

Summary:
- E_LUMO: -7.742 eV
- Total energy: -28928.2818 eV
- Orbital gap: 3.7 eV
- Max |F|: 0.0878 Eh/bohr
- E_HOMO: -11.486 eV
- ΔE to the lowest compared entry with this formula, charge and spin: 146.47 kcal/mol

Cartesian coordinates (Å):
Sn 0.16 -0.89 1.46
B 2.99 -1.97 -1.93
F 1.95 -2.82 -1.84
F 3.68 -2.12 -3.11
F 2.43 -0.76 -1.92
F 3.79 -2.19 -0.89
B -3.01 2.19 1.65
F -3.97 3.16 1.64
F -2.63 1.82 2.94
F -3.50 1.01 1.09
F -1.87 2.58 0.91

***

[6]
This record from the OMol25 dataset describes a gas-phase ion, C2H8N3S (charge +1). The level of theory is wB97M-V/def2-TZVPD.

Summary:
- E_LUMO: -3.629 eV
- Total energy: -17500.2301 eV
- Orbital gap: 9.4 eV
- Max |F|: 0.0687 Eh/bohr
- E_HOMO: -13.039 eV
- Charge: +1
- ΔE to the lowest compared entry with this formula, charge and spin: 50.20 kcal/mol
- SMILES string: NN[C@H]1S[C@@H]1[NH3+]

Cartesian coordinates (Å):
N -0.12 -0.43 -2.02
N 0.68 -1.14 -1.04
C 0.61 -0.48 0.15
S 1.08 1.44 0.01
C -0.44 0.54 0.43
N -0.85 0.64 1.83
H 0.49 0.38 -2.26
H -0.27 -1.00 -2.79
H 1.60 -1.45 -1.49
H 1.06 -0.99 1.10
H -1.22 0.57 -0.37
H 0.07 0.77 2.22
H -1.20 -0.27 2.03
H -1.47 1.41 2.19

***

[7]
This record from the OMol25 dataset describes 3 unconnected molecules or ions with the total composition C3H11NO2. The level of theory is wB97M-V/def2-TZVPD.

Summary:
- E_LUMO: 0.679 eV
- Total energy: -8873.3217 eV
- Orbital gap: 10.9 eV
- Max |F|: 0.0287 Eh/bohr
- E_HOMO: -10.194 eV
- ΔE to the lowest compared entry with this formula, charge and spin: 26.93 kcal/mol
- SMILES string: C=NCC.O.O

Cartesian coordinates (Å):
C 2.70 -0.82 0.93
N 1.72 -1.10 0.19
C 0.94 0.06 -0.23
C 0.01 0.49 0.92
H 3.16 0.18 0.90
H 3.20 -1.66 1.41
H 0.43 -0.05 -1.18
H 1.61 0.91 -0.46
H -0.31 -0.37 1.48
H -0.86 1.04 0.58
H 0.67 1.15 1.49
O 1.44 -3.57 -1.73
H 1.33 -2.78 -1.17
H 2.25 -3.38 -2.21
O -6.30 3.32 -0.65
H -5.35 3.22 -0.53
H -6.64 3.36 0.26

***

[8]
This record from the OMol25 dataset describes 3 unconnected molecules or ions with the total composition C4H14N2O3S. The level of theory is wB97M-V/def2-TZVPD.

Summary:
- E_LUMO (spin up / spin down): 3.090 / 3.128 eV
- Total energy: -24332.5806 eV
- Orbital gap (spin up / spin down): 2.5 / 9.2 eV
- Max |F|: 0.0537 Eh/bohr
- E_HOMO (spin up / spin down): 0.584 / -6.083 eV
- 2S+1: 2
- Charge: -1

Cartesian coordinates (Å):
C 2.08 -0.98 0.46
C 0.74 -1.48 0.05
C 0.14 -2.64 0.88
S -0.91 -2.30 2.35
N -0.17 -0.34 0.07
C -1.39 -0.42 -0.53
N -2.08 0.78 -0.44
O -1.73 -1.36 -1.22
H 2.23 -0.70 1.51
H 2.91 -1.73 0.25
H 2.21 -0.09 -0.21
H 0.63 -1.86 -1.05
H 0.98 -3.35 1.32
H -0.70 -3.18 0.33
H -0.37 -1.13 2.63
H -0.04 0.42 0.70
H -1.67 1.67 -0.11
H -3.05 0.80 -0.65
H -1.27 3.82 0.71
H -0.53 3.47 -0.59
O -1.34 3.37 -0.13
H 1.76 2.13 -2.44
H 0.31 2.35 -1.97
O 1.23 2.74 -1.93

***

[9]
This record from the OMol25 dataset describes a molecular structure, C7H12CsO5. The level of theory is wB97M-V/def2-TZVPD.

Summary:
- E_LUMO: 2.341 eV
- Total energy: -18237.1838 eV
- Orbital gap: 6.0 eV
- Max |F|: 0.0441 Eh/bohr
- E_HOMO: -3.652 eV
- Charge: -1
- ΔE to the lowest compared entry with this formula, charge and spin: 0.00 kcal/mol

Cartesian coordinates (Å):
O 1.21 2.69 1.01
C 0.10 3.30 1.29
C -1.15 2.83 1.00
O -1.26 1.53 0.51
C -2.04 1.39 -0.66
C -3.44 0.93 -0.31
O -3.49 -0.18 0.55
C -3.25 -1.43 -0.06
H 0.14 4.30 1.76
H -2.07 3.38 1.16
H -1.57 0.65 -1.34
H -2.09 2.35 -1.20
H -3.95 1.76 0.21
H -3.99 0.71 -1.24
H -4.01 -2.13 0.32
H -3.34 -1.36 -1.15
H -2.25 -1.82 0.19
O 3.59 -2.34 0.77
C 4.51 -3.11 0.14
C 5.27 -2.42 -0.95
O 5.13 -1.23 -1.19
Cs 2.62 0.82 0.34
H 4.09 -4.02 -0.37
H 5.95 -3.04 -1.57
H 5.31 -3.55 0.80

***

[10]
This record from the OMol25 dataset describes 2 unconnected molecules or ions with the total composition C3H7N. The level of theory is wB97M-V/def2-TZVPD.

Summary:
- E_LUMO: 1.082 eV
- Total energy: -4711.2834 eV
- Orbital gap: 10.5 eV
- Max |F|: 0.0888 Eh/bohr
- E_HOMO: -9.412 eV
- ΔE to the lowest compared entry with this formula, charge and spin: 66.27 kcal/mol
- SMILES string: C#C.CN

Cartesian coordinates (Å):
C 2.31 1.48 -0.34
C 1.63 1.10 0.62
H 3.15 1.89 -0.87
H 1.02 0.66 1.37
C -0.75 -0.71 0.27
N -1.47 -0.97 -0.92
H 0.22 -0.52 -0.10
H -1.06 0.13 0.90
H -0.83 -1.52 1.02
H -2.38 -1.46 -0.59
H -1.84 -0.09 -1.35

***

[11]
This record from the OMol25 dataset describes 3 unconnected molecules or ions with the total composition C5H14NS2. The level of theory is wB97M-V/def2-TZVPD.

Summary:
- E_LUMO: -8.290 eV
- Total energy: -28562.1254 eV
- Orbital gap: 4.6 eV
- Max |F|: 0.0563 Eh/bohr
- E_HOMO: -12.874 eV
- Charge: +1
- ΔE to the lowest compared entry with this formula, charge and spin: 108.53 kcal/mol

Cartesian coordinates (Å):
N -0.97 1.30 4.80
C -3.60 0.52 -0.52
C -3.11 -0.71 -0.47
S 0.25 -0.90 0.63
S 0.17 0.70 -0.43
C 1.16 0.54 -1.85
C 2.67 0.11 -1.54
C 2.94 -1.37 -1.58
H -1.14 1.75 5.70
H -1.85 0.87 4.55
H -0.40 0.53 5.16
H -2.89 1.34 -0.38
H -4.65 0.75 -0.63
H -3.70 -1.49 -0.95
H -2.24 -1.05 0.08
H 1.20 1.52 -2.34
H 0.81 -0.17 -2.60
H 2.75 0.53 -0.54
H 3.40 0.59 -2.19
H 3.99 -1.66 -1.45
H 2.42 -1.98 -0.85
H 2.75 -1.72 -2.60

***

[12]
This record from the OMol25 dataset describes a molecular structure, C16H16N3O4Rh. The level of theory is wB97M-V/def2-TZVPD.

Summary:
- E_LUMO: 5.282 eV
- Total energy: -32520.2598 eV
- Orbital gap: 6.1 eV
- Max |F|: 0.0498 Eh/bohr
- E_HOMO: -0.773 eV
- Charge: -2
- ΔE to the lowest compared entry with this formula, charge and spin: 36.86 kcal/mol

Cartesian coordinates (Å):
Rh 0.01 -0.05 -0.10
N -0.72 -1.47 1.68
C -0.89 -0.55 2.79
C -1.41 0.82 2.31
O -2.47 1.24 2.82
N -0.60 1.43 1.43
C -1.20 2.57 0.76
C -1.45 2.40 -0.75
O -1.93 3.37 -1.36
O -1.14 1.28 -1.30
H 0.10 -2.06 1.75
H -1.57 -2.00 1.51
H -1.60 -0.90 3.55
H 0.09 -0.39 3.25
H -2.15 2.85 1.21
H -0.54 3.45 0.86
N 1.50 0.06 -1.49
C 1.76 -0.63 -2.62
C 3.00 -0.38 -3.27
C 3.39 -1.03 -4.42
C 2.56 -2.01 -4.97
C 1.36 -2.28 -4.34
C 0.92 -1.62 -3.18
C -0.41 -1.92 -2.57
C -1.28 -2.79 -3.24
C -2.55 -3.09 -2.79
C -3.00 -2.49 -1.62
C -2.14 -1.64 -0.94
C -0.82 -1.35 -1.36
H 1.69 1.05 -1.65
H 2.36 -0.39 0.31
H 3.65 0.36 -2.82
H 4.34 -0.79 -4.88
H 2.84 -2.55 -5.87
H 0.73 -3.04 -4.78
H -0.98 -3.25 -4.17
H -3.19 -3.76 -3.35
H -4.00 -2.65 -1.25
H -2.53 -1.12 -0.07
O 1.67 -0.53 1.00

***

[13]
This record from the OMol25 dataset describes a molecular structure, C14H22Cl4IInN5O3. The level of theory is wB97M-V/def2-TZVPD.

Summary:
- E_LUMO: -2.566 eV
- Total energy: -91830.1948 eV
- Orbital gap: 7.3 eV
- Max |F|: 0.0037 Eh/bohr
- E_HOMO: -9.856 eV
- Charge: +1

Cartesian coordinates (Å):
In -0.14 0.10 0.11
N 0.99 -1.69 0.98
C 1.23 -1.51 2.42
C 0.01 -0.88 3.07
N -0.36 0.40 2.44
C 0.53 1.50 2.86
C 0.88 2.50 1.74
N 1.29 1.79 0.52
C -1.80 0.69 2.68
C -2.34 1.83 1.83
N -2.03 1.57 0.41
H 0.36 -2.47 0.79
H 1.86 -1.82 0.48
H 2.11 -0.88 2.53
H 1.45 -2.45 2.92
H 0.17 -0.75 4.15
H -0.84 -1.56 2.95
H 1.46 1.06 3.21
H 0.10 2.04 3.71
H 1.67 3.16 2.11
H 0.03 3.13 1.49
H 2.21 1.36 0.59
H 1.34 2.40 -0.29
H -1.96 0.91 3.74
H -2.35 -0.22 2.44
H -1.90 2.78 2.12
H -3.41 1.91 2.01
H -2.15 2.41 -0.15
H -2.67 0.87 0.04
Cl -4.76 -3.13 -3.71
C -3.39 -2.21 -3.20
C -2.57 -1.60 -4.13
Cl -2.90 -1.74 -5.81
C -1.47 -0.85 -3.70
Cl -0.43 -0.06 -4.83
C -1.18 -0.72 -2.35
O -0.12 0.01 -1.93
C -2.01 -1.36 -1.39
O -1.72 -1.25 -0.09
C -3.11 -2.09 -1.84
Cl -4.11 -2.83 -0.64
N 4.66 -0.83 -1.87
C 3.46 -0.27 -1.68
O 2.92 -0.27 -0.56
C 2.80 0.35 -2.87
I 2.91 2.48 -2.73
H 5.16 -1.23 -1.10
H 5.11 -0.81 -2.78
H 1.74 0.11 -2.88
H 3.28 0.09 -3.81